Record 1
60
Properties=species:S:1:pos:R:3:forces:R:3 method="wB97M-V/def2-TZVPD" total_charge=+1 e_above_lowest_kcal_mol=6.81
Mg 0.296 1.048 -1.574 -0.187 0.585 -0.923
O 1.199 0.305 0.017 1.297 0.335 0.167
O -0.880 -0.006 -0.518 -1.290 -0.320 -0.201
N -0.307 2.844 -1.079 0.027 0.546 -0.195
N 0.395 4.036 0.636 0.234 0.083 -0.010
N 2.883 -1.174 -2.732 0.148 0.206 -0.011
N 1.993 2.330 -2.207 0.191 0.313 -0.366
N 1.063 0.033 -3.061 0.251 0.081 -0.619
C -1.569 -1.609 3.339 0.192 -0.072 -0.079
C -3.641 3.386 0.379 -0.028 -0.105 -0.176
C 1.747 -2.560 0.779 -0.040 0.031 0.059
C 3.036 1.357 -2.485 0.686 -0.160 0.050
C 2.111 3.203 -1.054 0.441 0.365 0.425
C -1.217 -0.721 2.335 0.151 -0.040 -0.082
C -0.624 -3.227 -3.232 -0.132 0.116 -0.038
C -1.943 0.582 2.196 -0.154 -0.037 -0.078
C -1.406 3.179 -0.332 -0.269 0.657 0.767
C 1.772 -3.460 -2.860 0.046 0.013 0.000
C 0.075 -0.197 0.275 -0.322 -0.969 1.214
C -0.550 -1.854 -3.315 0.123 -0.043 -0.004
C 0.739 3.356 -0.478 -0.121 0.545 0.200
C -0.980 3.952 0.765 -0.738 -0.331 -0.466
C 0.705 -1.288 -3.135 0.517 -1.060 -0.088
C -1.320 -3.807 4.539 0.057 0.021 0.094
C 2.346 0.064 -2.790 0.366 -0.334 -0.336
C 0.570 -2.225 1.654 -0.134 0.181 -0.025
C -0.905 -2.820 3.491 0.038 0.040 -0.144
C 1.852 -2.076 -2.921 -0.828 -0.095 -0.214
C -3.220 4.165 1.460 0.143 0.023 0.172
C -2.747 2.880 -0.540 0.134 0.084 0.095
C -1.888 4.461 1.680 0.092 0.042 0.061
C 0.511 -4.009 -2.998 0.227 -0.037 -0.028
C -0.164 -1.047 1.472 -0.066 -0.197 0.244
C 0.169 -3.098 2.655 -0.047 0.098 0.010
H -3.049 2.280 -1.387 -0.086 -0.004 0.035
H 0.399 -5.078 -2.924 -0.003 -0.157 -0.028
H 2.773 2.750 -0.308 -0.066 0.048 -0.111
H 1.015 4.500 1.280 0.063 -0.017 -0.101
H 2.008 -3.610 0.882 0.002 -0.071 -0.046
H -2.575 0.764 3.060 -0.030 0.049 0.100
H 2.643 -4.074 -2.690 0.044 -0.094 0.032
H -4.693 3.181 0.265 -0.150 -0.021 -0.024
H -1.247 -4.825 4.159 -0.029 -0.048 0.026
H 1.793 2.870 -3.043 -0.132 -0.097 0.136
H -2.570 0.575 1.308 -0.055 0.074 -0.058
H -1.410 -1.227 -3.502 -0.083 -0.074 0.044
H -2.339 -3.627 4.874 -0.046 -0.019 0.008
H 0.702 -4.030 2.779 0.084 -0.135 0.009
H 3.691 1.660 -3.319 -0.161 -0.100 0.272
H -0.664 -3.730 5.406 0.013 -0.043 0.081
H -1.240 1.410 2.101 -0.018 0.103 -0.006
H 1.529 -2.348 -0.268 0.067 -0.065 0.008
H 3.664 1.204 -1.600 -0.057 0.121 -0.124
H -2.384 -1.356 4.002 -0.085 0.008 0.071
H 2.614 -1.966 1.073 0.014 0.028 -0.063
H 3.841 -1.412 -2.525 -0.103 0.127 0.005
H -1.572 5.062 2.519 -0.022 0.068 0.113
H 2.506 4.200 -1.305 0.023 -0.238 0.082
H -3.958 4.539 2.151 -0.078 0.063 0.074
H -1.579 -3.715 -3.347 -0.112 -0.068 -0.008

Record 2
81
Properties=species:S:1:pos:R:3:forces:R:3 method="wB97M-V/def2-TZVPD" total_charge=+2
Ta 10.394 10.012 11.089 -1.215 1.167 -1.097
S 9.709 9.602 13.741 1.395 -1.158 -0.649
S 10.515 13.318 11.748 1.001 0.570 0.437
O 10.641 12.034 10.821 -0.397 0.166 -0.449
O 8.928 10.617 14.333 -0.184 0.632 0.364
O 11.015 10.171 13.017 -0.967 -0.490 0.679
N 6.618 9.240 12.338 2.476 0.148 0.406
N 11.180 8.894 9.996 0.700 -0.447 0.171
N 11.310 5.511 17.474 -0.681 0.423 -1.705
N 8.140 9.820 10.617 1.673 0.118 0.506
N 9.083 8.941 12.384 -0.530 0.475 1.200
C 11.006 8.748 15.878 -0.846 0.227 0.044
C 10.223 8.345 14.792 0.424 0.765 -1.282
C 13.240 8.056 7.030 -0.194 -3.101 1.548
C 14.533 13.868 11.498 -1.454 0.145 -0.212
C 5.706 9.564 11.465 -1.895 0.266 -1.109
C 7.189 10.010 9.702 0.175 0.188 -0.789
C 12.063 10.155 7.539 1.177 0.218 0.230
C 12.195 6.703 9.299 -1.107 2.453 -0.040
C 12.245 13.661 12.139 -1.145 -0.031 0.207
C 13.877 13.854 13.849 1.347 -0.229 0.170
C 10.274 17.211 10.719 -1.349 0.525 -0.255
C 9.190 17.150 9.816 -0.081 0.660 -0.499
C 7.851 9.388 11.860 -0.218 -0.830 -0.881
C 12.563 13.671 13.490 -0.469 -0.105 0.831
C 9.027 14.775 9.937 0.124 -0.007 0.289
C 10.682 16.009 11.253 -0.232 -1.087 -1.012
C 10.264 6.095 15.434 0.207 -1.074 -1.020
C 12.448 8.728 7.945 -0.577 1.392 -0.018
C 11.306 7.791 16.774 1.165 -0.054 1.076
C 11.591 5.858 10.371 -1.516 -0.458 0.402
C 10.571 10.433 7.437 -0.083 0.401 1.087
C 12.794 11.211 8.377 0.797 0.159 0.833
C 8.555 15.967 9.449 0.693 0.873 -0.319
C 13.495 6.668 7.217 -0.865 2.070 1.203
C 14.838 13.905 12.838 -0.091 -0.042 0.203
C 10.080 14.794 10.799 1.313 0.741 1.285
C 11.982 8.150 9.126 -0.020 -2.432 -0.486
C 5.883 9.884 10.095 0.742 -0.127 0.986
C 13.168 13.855 11.140 1.319 -0.333 0.079
C 12.172 6.248 11.693 0.306 0.275 -0.576
C 10.014 6.999 14.467 -0.903 1.529 0.475
C 12.933 6.057 8.365 1.286 -0.855 -1.615
C 10.027 5.844 10.378 1.027 -0.068 -0.643
C 10.942 6.470 16.548 1.017 -1.125 2.979
H 8.832 18.040 9.280 0.288 -0.181 0.632
H 11.793 13.564 14.257 0.133 -0.066 -0.293
H 10.084 10.504 8.442 0.309 -0.152 -0.503
H 11.577 5.793 18.380 0.289 0.159 0.886
H 12.812 12.186 7.904 -0.242 0.199 -0.365
H 10.662 18.211 11.031 -0.049 -1.203 -0.352
H 9.541 6.737 13.562 -0.500 -0.281 -0.899
H 14.302 13.854 14.871 -0.962 0.115 -0.519
H 14.108 6.163 6.507 0.231 -0.546 -0.240
H 11.537 15.946 11.870 0.558 0.142 0.798
H 11.889 5.572 12.471 -0.478 -0.094 0.719
H 7.564 10.237 8.688 -0.554 -0.023 0.617
H 12.570 10.311 6.577 -0.739 -0.255 -0.183
H 15.317 13.841 10.761 -0.004 0.279 -0.206
H 9.653 6.801 10.681 -0.466 0.474 0.507
H 10.378 11.386 6.994 0.123 0.869 -0.369
H 8.657 13.831 9.678 -0.896 -1.084 -0.609
H 9.592 5.007 10.937 0.275 0.338 0.187
H 10.078 5.055 15.312 -0.305 -0.634 -0.359
H 9.725 5.714 9.350 -0.318 -0.118 -0.406
H 13.629 8.567 6.204 0.430 0.595 -1.182
H 13.253 6.201 11.609 0.229 0.332 0.213
H 4.712 9.534 11.873 -0.473 -0.034 -0.111
H 10.929 4.586 17.358 0.092 0.024 0.219
H 11.318 9.757 16.076 -0.155 0.346 -0.203
H 12.376 11.393 9.366 -0.161 -0.186 0.063
H 11.813 7.269 11.776 0.323 0.229 1.098
H 5.067 10.036 9.424 -0.387 0.022 -0.131
H 13.865 10.975 8.560 -0.637 -0.204 -0.295
H 15.862 13.984 13.109 0.737 -0.018 0.291
H 9.994 9.747 6.861 -0.155 -0.927 -0.402
H 11.903 8.019 17.655 -0.134 0.036 -0.170
H 7.798 16.021 8.689 -0.337 -0.169 -0.018
H 11.809 4.827 10.183 0.622 -0.574 -0.396
H 13.071 4.991 8.565 0.137 0.291 -0.472
H 12.868 13.989 10.124 -0.170 -0.234 -0.579

| no. | HOMO level (Ha) |
| --- | --- |
| 1 | -0.3975 |
| 2 | -0.4733 |